Density functional theory data (the ωB97M-V functional and the def2-TZVPD basis) for 2 unconnected molecules or ions with the total composition C13H24F3NO6PS.

Frontier orbital gap ... 10.99 eV
E_HOMO ... -0.4933 Eh
Charge ... +1
Relative energy (zero: lowest compared OMol25 entry of this formula, charge and spin) ... 120.2 kJ/mol
Max |F| ... 3.8 eV/A

```
49
C13H24F3NO6PS (the ωB97M-V functional and the def2-TZVPD basis)
O -3.721 2.304 -3.634
P -2.402 2.090 -2.991
C -2.675 2.286 -1.122
S -1.645 3.525 -0.231
O -1.810 3.467 1.197
O -0.252 3.251 -0.520
C -2.166 5.233 -0.758
F -3.155 5.603 0.047
F -1.173 6.068 -0.694
F -2.704 5.129 -1.986
C -4.213 2.222 -0.852
O -4.167 1.868 0.554
C -3.260 0.815 0.525
O -3.353 -0.124 1.182
O -2.276 1.079 -0.451
H -2.019 0.722 -3.134
H -1.404 2.990 -3.440
H -4.835 3.077 -1.141
H -4.476 1.239 -1.300
C 1.109 0.635 2.571
C 1.365 0.716 1.069
C 0.435 -0.174 0.245
C 0.564 -1.684 0.393
N 1.869 -2.306 -0.084
C 2.913 -2.338 1.031
C 2.667 -3.648 1.744
C 2.428 -4.608 0.594
C 1.625 -3.799 -0.416
C 2.419 -1.627 -1.300
H 1.290 -0.369 2.966
H 1.769 1.323 3.099
H 0.080 0.912 2.805
H 2.417 0.501 0.855
H 1.202 1.748 0.754
H 0.526 0.100 -0.810
H -0.593 0.081 0.510
H -0.222 -2.129 -0.218
H 0.402 -2.006 1.422
H 3.898 -2.327 0.564
H 2.799 -1.469 1.673
H 1.785 -3.585 2.386
H 3.511 -3.946 2.365
H 1.902 -5.509 0.906
H 3.378 -4.919 0.154
H 0.560 -4.005 -0.338
H 1.950 -3.990 -1.437
H 2.733 -0.620 -1.038
H 1.644 -1.611 -2.064
H 3.281 -2.192 -1.650
```